ORCA calculation (wB97M-V/def2-TZVPD) on C12H12Cl5S3Sn as an isolated structure at a distorted geometry.

CARTESIAN COORDINATES (ANGSTROEM)
Sn 0.50649 -0.04327 -0.14693
C -1.43163 2.27853 1.43407
C -1.51171 1.19606 2.50110
S -0.15600 -0.01855 2.42914
C -0.97365 -1.64095 2.43416
C -2.05585 -1.90775 1.40002
S -1.48122 -1.77700 -0.32600
C -2.66842 -0.64460 -1.11210
C -2.90023 0.70986 -0.46338
S -1.40648 1.74583 -0.30071
H -0.52572 2.87885 1.54520
H -2.28241 2.95638 1.53689
H -2.45966 0.66185 2.50871
H -1.40599 1.68763 3.47120
H -1.38579 -1.77675 3.43689
H -0.14486 -2.34532 2.32827
H -2.94232 -1.28827 1.51888
H -2.36269 -2.94937 1.52215
H -3.61694 -1.18644 -1.15400
H -2.30240 -0.54683 -2.13616
H -3.37764 0.64454 0.51185
H -3.56737 1.27378 -1.11958
Cl 0.65464 -0.04619 -3.23893
C 2.22991 0.02649 -2.54179
C 2.33793 0.15078 -1.17411
C 3.49416 0.01347 -0.43373
Cl 3.39894 -0.01187 1.28015
C 4.68695 0.00261 -1.15094
Cl 6.16511 0.06105 -0.32638
C 4.63711 -0.00544 -2.56657
Cl 6.07222 -0.16260 -3.43107
C 3.41032 0.02349 -3.27174
Cl 3.36522 0.04000 -4.96456

Values from the calculation:
net charge: +3
LUMO: -12.21 eV

Atomic partial charges in e from the Mulliken method, atoms 1 to 5: 0.723 -0.764 -0.601 0.039 -0.801

=====

ORCA calculation (wB97M-V/def2-TZVPD) on an isolated ion of composition C4H8NO2 and charge +1 at a distorted geometry.

CARTESIAN COORDINATES (ANGSTROEM)
O 0.27020 2.13107 -1.20325
C 0.14550 0.84897 -0.80551
C -0.77594 -0.16895 -0.96275
C -0.65412 -1.28619 0.03751
C 0.37577 -0.65663 1.06760
O -0.31371 0.07714 1.98867
N 1.13175 0.34685 0.18783
H -0.36478 2.27251 -1.98185
H -1.61797 -0.00772 -1.74176
H -1.68198 -1.56434 0.39688
H -0.12067 -2.14907 -0.45230
H 1.16042 -1.29813 1.42105
H -0.95681 0.65605 1.46836
H 1.86344 -0.27456 -0.21267
H 1.53890 1.07300 0.79219

Values from the calculation:
SMILES string: OC1=CC[C@H](O)[NH2+]1
net charge: +1
ΔE to the lowest compared entry with this formula, charge and spin: 179.7 kJ/mol
LUMO: -3.51 eV

Atomic partial charges in e from the Mulliken method, atoms 1 to 5: -0.474 0.294 -0.372 -0.426 -0.299

=====

ORCA calculation (wB97M-V/def2-TZVPD) on C17H14Cl2CoO2 as an isolated structure at a distorted geometry.

CARTESIAN COORDINATES (ANGSTROEM)
C -2.74280 -1.65201 -1.66419
C -1.74478 -1.82831 -2.71202
C -1.36707 -0.55751 -3.18814
H -1.45934 -2.79327 -3.12807
C -1.98837 0.43349 -2.39525
C -2.81204 -0.20030 -1.41691
H -3.54695 0.26558 -0.76371
H -3.52513 -2.34769 -1.38476
H -0.75166 -0.36768 -4.07138
H -1.94955 1.50606 -2.58383
Co -1.35800 -1.39781 -0.23316
Cl -0.09467 -3.08563 -0.42008
C 2.63341 -0.41186 -1.45814
C 2.25808 0.83740 -2.03569
C 1.93934 0.60756 -3.41216
H 2.19509 1.78542 -1.50504
C 2.12768 -0.78318 -3.68047
C 2.54392 -1.41209 -2.46773
H 2.71342 -2.47147 -2.31922
H 2.91518 -0.57477 -0.42148
H 1.58804 1.35874 -4.11436
H 1.95491 -1.28200 -4.62797
Cl 1.13689 2.46961 6.67669
C 0.62866 1.78265 5.19177
C -0.53333 0.99485 5.16227
C -0.95337 0.45213 3.94587
C -0.19340 0.63092 2.78970
C 0.89854 1.51650 2.79800
C 1.32566 2.08169 4.00606
C -0.65632 -0.05604 1.54745
O -1.73890 -0.78053 1.57701
O -0.01058 0.00301 0.43743
H -1.10552 0.83083 6.07345
H -1.88647 -0.10378 3.89182
H 1.38700 1.78289 1.85988
H 2.17239 2.76660 4.04634

Values from the calculation:
net charge: -1
LUMO (spin up / spin down): 2.52 / 1.29 eV
spin multiplicity: 5

Atomic partial charges in e from the Mulliken method, atoms 1 to 5: -0.559 -0.729 -0.296 0.454 -0.667

=====

ORCA calculation (wB97M-V/def2-TZVPD) on one molecule with the formula C3H5N3.

CARTESIAN COORDINATES (ANGSTROEM)
C -1.65699 -0.31568 -0.02553
C -0.19548 -0.01231 0.10113
C 0.57979 1.12410 -0.20428
N 1.86557 0.79143 -0.15811
N 1.83541 -0.47247 0.19790
N 0.64614 -1.01052 0.37944
H -2.06388 -0.68925 0.91744
H -2.25627 0.53521 -0.36186
H -1.75967 -1.11252 -0.77043
H 0.31526 2.15405 -0.39439
H 2.69012 -0.99202 0.31869

Values from the calculation:
SMILES string: Cc1cn[nH]n1
net charge: 0
ΔE to the lowest compared entry with this formula, charge and spin: 82.1 kJ/mol
LUMO: 1.17 eV

Atomic partial charges in e from the Mulliken method, atoms 1 to 5: -0.970 0.556 -0.206 -0.574 0.320

=====

ORCA calculation (wB97M-V/def2-TZVPD) on C13H22N5O5 as an isolated structure at a distorted geometry.

CARTESIAN COORDINATES (ANGSTROEM)
N -0.42594 -1.05035 5.13163
H -1.16219 -1.77284 4.85005
H -0.86437 -0.51919 5.80392
C 0.23657 -0.50290 4.06794
C -0.79221 0.12851 3.01608
N -1.89312 0.11293 2.72565
N -2.19991 0.94604 1.59904
C -1.08005 1.20053 1.24201
O -0.02618 0.94369 2.01776
C -0.88508 2.11250 0.06084
N 0.51711 1.54486 -0.76124
C 0.21068 0.14187 -1.28829
O -1.26903 -0.32692 -0.87872
C 1.42870 -0.70339 -0.92828
H 1.46804 -1.06507 0.07058
C 2.49878 0.15623 -1.71776
H 2.84046 0.85017 -0.96874
H 3.21864 -0.59240 -2.01219
C 1.85988 0.60277 -2.75454
N 0.47794 0.33687 -2.75981
H -0.33639 0.71015 -3.31009
C 0.45420 -1.08030 -3.16080
C 1.04412 -1.88099 -1.82168
H 1.87490 -2.37495 -2.11494
H 0.24588 -2.78241 -1.33315
H -0.71753 -1.50119 -3.11126
H 0.68409 -1.34812 -3.95592
H 1.94195 1.70537 -2.72711
H 2.20810 0.55188 -3.88201
H 1.15757 1.77756 -0.10843
C -1.96081 1.88558 -0.89120
C -2.31142 0.38442 -1.32072
O -3.25279 -0.11322 -0.65435
O -2.51612 0.40926 -2.67121
H -3.17796 -0.20272 -2.85009
H -2.74815 2.28206 -0.36141
H -1.94302 2.38988 -1.79046
H -0.52829 3.39872 0.28329
H 1.02010 0.24531 4.43207
C 1.25007 -1.50082 3.13431
O 1.92847 -0.82407 2.36955
H 2.83544 -0.35202 2.59970
H 0.38100 -2.16463 2.61699
H 1.52818 -2.06566 3.93814
H -3.22032 -0.09300 0.17487

Values from the calculation:
net charge: +1
ΔE to the lowest compared entry with this formula, charge and spin: 1475.4 kJ/mol
LUMO: -2.43 eV

Atomic partial charges in e from the Mulliken method, atoms 1 to 5: -0.556 0.274 0.255 -0.113 0.403

=====

ORCA calculation (wB97M-V/def2-TZVPD) on C24H19I2N3OY as an isolated structure at a distorted geometry.

CARTESIAN COORDINATES (ANGSTROEM)
Y -0.35642 -0.24549 -0.23029
I -3.39201 -0.56771 7.04705
C -2.75028 -0.74111 5.06762
C -3.10845 -1.85000 4.31616
C -2.66480 -1.94313 3.00990
I -3.17324 -3.61721 1.86308
C -1.87674 -0.94691 2.41526
O -1.46569 -1.08181 1.14794
C -1.52201 0.16333 3.19534
C -0.68655 1.30081 2.64603
N 0.48356 0.84368 1.84522
C 1.36085 -0.08045 2.58608
C 2.29198 -0.81109 1.65416
C 3.64835 -0.91608 1.91052
C 4.44018 -1.67946 1.06493
C 3.85248 -2.31351 -0.01797
C 2.49945 -2.12497 -0.22702
N 1.72942 -1.38210 0.57729
C -1.95802 0.24607 4.51318
H -3.71985 -2.63496 4.73850
H -0.35312 1.91382 3.48641
H -1.28793 1.93136 1.98903
H 1.02176 1.66548 1.58910
H 0.72065 -0.82183 3.06571
H 1.92791 0.42268 3.37116
H 4.07507 -0.42270 2.77388
H 5.50159 -1.78056 1.25064
H 4.42583 -2.93238 -0.69352
H 2.00790 -2.59208 -1.07401
H -1.67278 1.10453 5.11007
C 3.39228 2.14742 -2.08807
C 2.78511 3.29701 -2.57563
C 1.42918 3.47476 -2.39466
C 0.67258 2.50702 -1.73384
N 1.27301 1.38327 -1.27317
C 2.59246 1.22663 -1.44981
C -0.78526 2.66402 -1.47148
C -1.43780 3.85494 -1.79274
C -2.78002 4.02468 -1.49151
C -3.48406 3.00804 -0.86325
C -2.83579 1.81554 -0.56212
C -1.48594 1.59931 -0.86766
H 4.45120 1.96682 -2.20206
H 3.36883 4.04869 -3.09118
H 0.95869 4.36808 -2.77386
H 3.02597 0.31495 -1.05410
H -0.91591 4.67700 -2.26626
H -3.27264 4.95604 -1.74012
H -4.52883 3.14256 -0.60979
H -3.41081 1.03310 -0.07210

Values from the calculation:
net charge: +1
ΔE to the lowest compared entry with this formula, charge and spin: 56.2 kJ/mol
LUMO: -3.20 eV

Atomic partial charges in e from the Mulliken method, atoms 1 to 5: 1.671 0.109 -0.462 -0.293 -0.359

=====

Copy entry 6 word for word.
ORCA calculation (wB97M-V/def2-TZVPD) on C24H19I2N3OY as an isolated structure at a distorted geometry.

CARTESIAN COORDINATES (ANGSTROEM)
Y -0.35642 -0.24549 -0.23029
I -3.39201 -0.56771 7.04705
C -2.75028 -0.74111 5.06762
C -3.10845 -1.85000 4.31616
C -2.66480 -1.94313 3.00990
I -3.17324 -3.61721 1.86308
C -1.87674 -0.94691 2.41526
O -1.46569 -1.08181 1.14794
C -1.52201 0.16333 3.19534
C -0.68655 1.30081 2.64603
N 0.48356 0.84368 1.84522
C 1.36085 -0.08045 2.58608
C 2.29198 -0.81109 1.65416
C 3.64835 -0.91608 1.91052
C 4.44018 -1.67946 1.06493
C 3.85248 -2.31351 -0.01797
C 2.49945 -2.12497 -0.22702
N 1.72942 -1.38210 0.57729
C -1.95802 0.24607 4.51318
H -3.71985 -2.63496 4.73850
H -0.35312 1.91382 3.48641
H -1.28793 1.93136 1.98903
H 1.02176 1.66548 1.58910
H 0.72065 -0.82183 3.06571
H 1.92791 0.42268 3.37116
H 4.07507 -0.42270 2.77388
H 5.50159 -1.78056 1.25064
H 4.42583 -2.93238 -0.69352
H 2.00790 -2.59208 -1.07401
H -1.67278 1.10453 5.11007
C 3.39228 2.14742 -2.08807
C 2.78511 3.29701 -2.57563
C 1.42918 3.47476 -2.39466
C 0.67258 2.50702 -1.73384
N 1.27301 1.38327 -1.27317
C 2.59246 1.22663 -1.44981
C -0.78526 2.66402 -1.47148
C -1.43780 3.85494 -1.79274
C -2.78002 4.02468 -1.49151
C -3.48406 3.00804 -0.86325
C -2.83579 1.81554 -0.56212
C -1.48594 1.59931 -0.86766
H 4.45120 1.96682 -2.20206
H 3.36883 4.04869 -3.09118
H 0.95869 4.36808 -2.77386
H 3.02597 0.31495 -1.05410
H -0.91591 4.67700 -2.26626
H -3.27264 4.95604 -1.74012
H -4.52883 3.14256 -0.60979
H -3.41081 1.03310 -0.07210

Values from the calculation:
net charge: +1
ΔE to the lowest compared entry with this formula, charge and spin: 56.2 kJ/mol
LUMO: -3.20 eV

Atomic partial charges in e from the Mulliken method, atoms 1 to 5: 1.671 0.109 -0.462 -0.293 -0.359